Molecular formula: C4H6N4
Method: DFT, the ωB97M-V functional and the def2-TZVPD basis

Last column: Löwdin charge in e.
CARTESIAN COORDINATES (ANGSTROEM)
H: 3.151 1.910 -0.372  0.030
N: 1.297 0.330 0.224  0.057
N: -2.075 -1.130 -0.053  -0.064
H: 2.742 2.092 -2.190  0.099
C: -0.405 -1.073 1.254  -0.161
N: 1.291 0.963 -0.881  -0.074
C: 2.320 2.148 -1.017  -0.103
N: -1.613 -1.677 1.028  -0.026
H: 1.604 3.196 -1.167  0.142
C: -1.193 0.061 -0.393  -0.003
H: -1.132 0.444 -1.437  0.096
H: 0.076 -1.256 2.326  0.146
C: -0.029 -0.147 0.355  -0.362
H: -2.903 -1.726 -0.580  0.224

Summary:
Total charge ... 0
SMILES ... C/N=N/c1cn[nH]c1
LUMO level ... -0.19 eV
Kohn-Sham gap ... 8.9 eV

Molecular formula: C4H6N4
Method: DFT, the ωB97M-V functional and the def2-TZVPD basis

Last column: Löwdin charge in e.
CARTESIAN COORDINATES (ANGSTROEM)
C: -0.076 -0.378 -0.030  -0.479
H: 2.559 -0.423 -1.267  0.039
H: 2.863 -1.705 0.061  0.084
C: 2.558 -0.672 -0.240  0.006
H: 1.238 2.132 -0.489  0.084
H: 0.888 1.619 1.344  0.155
N: 1.181 -0.104 0.260  -0.126
C: 0.934 1.393 0.196  -0.020
N: -0.932 -1.373 0.220  0.133
H: -2.505 1.228 -0.418  0.067
C: -0.494 0.855 -0.223  -0.132
N: -2.042 -0.660 -0.034  -0.018
H: 3.117 0.306 0.221  0.123
N: -1.877 0.658 -0.111  0.085

Summary:
Total charge ... 0
LUMO level ... 0.69 eV
Kohn-Sham gap ... 8.7 eV

Molecular formula: C4H6N4
Method: DFT, the ωB97M-V functional and the def2-TZVPD basis

Last column: Löwdin charge in e.
CARTESIAN COORDINATES (ANGSTROEM)
H: 1.290 0.127 1.195  0.112
N: -2.751 -0.002 1.207  0.086
H: -1.529 0.061 -0.815  0.135
N: -0.789 0.183 -0.110  -0.026
N: 1.205 2.419 -1.522  0.162
H: -3.175 0.360 0.352  0.040
H: -0.894 -0.550 1.902  0.117
H: 1.964 -1.490 0.743  0.103
C: 1.273 1.293 -1.276  -0.198
C: -1.493 -0.138 1.075  -0.292
N: 0.206 -0.811 -0.446  -0.059
C: 1.374 -0.112 -1.000  -0.255
C: 1.400 -0.633 0.422  -0.065
H: 1.920 -0.708 -1.726  0.138

Summary:
Total charge ... 0
SMILES ... [H]/N=C\NN1C[C@@H]1C#N
LUMO level ... 0.81 eV
Kohn-Sham gap ... 10.3 eV

Number 1: largest force on an atom 0.1315 Eh/bohr, HOMO energy -9.1 eV. Number 2: largest force on an atom 0.1706 Eh/bohr, HOMO energy -8.0 eV. Number 3: largest force on an atom 0.0323 Eh/bohr, HOMO energy -9.5 eV.